Run a
A gas-phase ion, C4H8N3 (charge +1), computed with ωB97M-V/def2-TZVPD.

Cartesian coordinates (Å):
C1 -0.025 1.386 2.077
N1 0.170 1.394 0.687
C2 0.758 1.773 -0.404
C3 -0.205 0.656 -0.610
C4 0.189 -0.731 -0.785
N2 -0.593 -1.546 -1.252
N3 -0.443 -2.770 -1.641
H1 0.879 1.060 2.602
H2 -0.137 2.481 2.512
H3 -0.914 0.680 2.408
H4 1.336 2.677 -0.627
H5 -1.273 0.788 -0.969
H6 1.265 -1.060 -0.688
H7 -1.257 -3.286 -2.019
H8 0.249 -3.502 -1.290

Its multiplicity is 1. As for the SMILES: C[N+]1=C[C@H]1/C=N/N. The calculation puts the HOMO energy at -12.93 eV. Its net charge is +1. For the HOMO-LUMO gap, the calculation gives 7.895 eV.

Run b
A gas-phase ion, C4H8N3 (charge +1), computed with ωB97M-V/def2-TZVPD.

Cartesian coordinates (Å):
C1 1.270 1.268 0.432
N1 0.314 0.547 0.013
C2 -0.574 0.798 -1.061
C3 -1.218 -0.646 -1.276
N2 -0.964 -1.285 0.002
C4 0.054 -0.739 0.564
N3 0.690 -1.093 1.749
H1 1.469 2.313 -0.060
H2 1.893 0.950 1.325
H3 -0.419 1.487 -1.847
H4 -1.477 1.216 -0.627
H5 -2.283 -0.585 -1.418
H6 -0.768 -1.325 -2.009
H7 0.358 -1.887 2.279
H8 1.654 -1.019 1.934

Its multiplicity is 1. As for the SMILES: C=[N+]1CCN=C1N. The calculation puts the HOMO energy at -14.09 eV. Its net charge is +1. For the HOMO-LUMO gap, the calculation gives 8.665 eV.

We find run b to be the most stable, with the next structure 285.5 kJ/mol higher.

Run a
A gas-phase ion, C4H8N3 (charge +1), computed with ωB97M-V/def2-TZVPD.

Cartesian coordinates (Å):
N1 0.320 -1.935 0.066
C1 -0.119 -0.651 -0.145
C2 0.076 0.242 -1.449
C3 0.377 1.464 -0.505
C4 0.018 0.600 0.614
N2 -0.709 0.249 1.772
N3 -1.275 -0.055 0.415
H1 0.041 -2.704 -0.502
H2 1.331 -1.903 0.115
H3 -0.881 0.136 -2.016
H4 1.013 -0.001 -1.986
H5 1.435 1.712 -0.559
H6 -0.101 2.389 -0.690
H7 -0.425 -0.499 2.465
H8 -1.100 0.957 2.405

Its multiplicity is 1. As for the SMILES: N[C@]12CC[C@]13[NH2+]N23. The calculation puts the HOMO energy at -14.33 eV. Its net charge is +1. For the HOMO-LUMO gap, the calculation gives 10.752 eV.

Run b
A gas-phase ion, C4H8N3 (charge +1), computed with ωB97M-V/def2-TZVPD.

Cartesian coordinates (Å):
C1 1.022 0.468 0.631
C2 1.633 0.823 -0.616
C3 -0.056 -0.575 0.359
C4 -1.355 -0.293 0.058
N1 -2.627 -0.427 -0.112
N2 0.393 -1.928 0.227
N3 -2.056 0.864 -0.295
H1 1.765 -0.081 1.211
H2 0.733 1.316 1.162
H3 1.606 1.863 -0.939
H4 2.092 -0.043 -1.069
H5 -0.186 -2.627 -0.164
H6 1.375 -2.232 0.386
H7 -2.429 1.543 0.442
H8 -1.911 1.330 -1.282

Its multiplicity is 1. The calculation puts the HOMO energy (spin up / spin down) at -12.64 / -12.83 eV. Its net charge is +1. For the HOMO-LUMO gap (spin up / spin down), the calculation gives 6.966 / 8.705 eV.

We find run a to be the most stable, with the next structure 62.3 kJ/mol higher.

Run a
C6H7NO2 in the gas phase, computed with ωB97M-V/def2-TZVPD.

Cartesian coordinates (Å):
C1 0.499 1.165 -0.219
C2 -0.703 -1.583 0.156
C3 -1.676 -0.759 -0.097
C4 1.135 -0.040 -0.029
C5 -0.938 1.368 -0.215
C6 2.662 -0.037 0.035
N1 -1.636 2.340 -0.151
O1 0.635 -1.308 0.036
O2 -2.985 -0.842 -0.062
H1 1.044 2.014 -0.265
H2 -0.809 -2.737 0.211
H3 2.802 -0.312 1.130
H4 2.851 1.097 -0.066
H5 3.073 -0.852 -0.596
H6 -2.685 2.323 -0.014
H7 -3.268 -1.836 0.148

Its multiplicity is 1. The calculation puts the HOMO energy at -8.21 eV. For the HOMO-LUMO gap, the calculation gives 8.799 eV.

Run b
C6H7NO2 in the gas phase, computed with ωB97M-V/def2-TZVPD.

Cartesian coordinates (Å):
O1 -1.349 0.911 -2.446
C1 -1.394 1.742 -1.312
C2 -0.799 1.528 -0.108
C3 -0.073 0.342 0.390
C4 0.506 0.228 1.658
N1 1.567 -0.753 1.697
C5 1.479 -1.395 0.466
C6 0.662 -0.686 -0.273
O2 0.158 -1.258 -1.427
H1 -1.272 -0.230 -2.210
H2 -2.024 2.564 -1.628
H3 -0.902 2.203 0.734
H4 0.079 0.820 2.623
H5 1.780 -1.476 2.629
H6 1.929 -2.333 0.355
H7 -0.348 -2.205 -1.148

Its multiplicity is 1. As for the SMILES: O/C=C\c1c[nH]cc1O. The calculation puts the HOMO energy at -7.85 eV. For the HOMO-LUMO gap, the calculation gives 8.243 eV.

Run c
C6H7NO2 in the gas phase, computed with ωB97M-V/def2-TZVPD.

Cartesian coordinates (Å):
C1 -0.275 1.903 2.548
C2 -0.639 0.973 1.515
O1 -1.564 0.286 1.402
N1 0.316 0.880 0.458
C3 0.362 -0.062 -0.543
C4 -0.280 -0.124 -1.810
C5 0.095 -1.263 -2.391
C6 0.908 -1.943 -1.509
O2 1.064 -1.176 -0.380
H1 -1.120 1.910 3.018
H2 -0.167 3.012 2.241
H3 0.714 1.622 2.988
H4 1.293 1.551 0.595
H5 -0.951 0.494 -2.118
H6 -0.253 -1.781 -3.387
H7 1.244 -2.750 -1.576

Its multiplicity is 1. As for the SMILES: CC(=O)Nc1ccco1. The calculation puts the HOMO energy at -8.28 eV. For the HOMO-LUMO gap, the calculation gives 8.977 eV.

Run d
C6H7NO2 in the gas phase, computed with ωB97M-V/def2-TZVPD.

Cartesian coordinates (Å):
C1 3.166 0.184 -0.333
C2 1.823 -0.160 0.163
O1 1.626 -0.852 1.132
N1 0.789 0.488 -0.428
C3 -0.539 0.328 -0.217
C4 -1.548 1.160 0.411
C5 -2.639 0.397 0.359
C6 -2.443 -0.792 -0.300
O2 -1.136 -0.836 -0.629
H1 3.408 1.402 -0.451
H2 3.699 -0.277 0.288
H3 3.318 -0.018 -1.430
H4 1.085 1.256 -1.147
H5 -1.251 2.167 0.853
H6 -3.619 0.405 0.829
H7 -3.005 -1.549 -0.462

Its multiplicity is 1. As for the SMILES: CC(=O)Nc1ccco1. The calculation puts the HOMO energy at -8.29 eV. For the HOMO-LUMO gap, the calculation gives 8.922 eV.

We find run d to be the most stable, with the next structure 107.2 kJ/mol higher.